Here is C32H25BF4N4O5Se2Ti as an isolated structure from the OMol25 dataset. Energies are from ωB97M-V/def2-TZVPD.

Computed properties:
HOMO-LUMO gap	7.1	eV
electronic energy	-7906.68321	Eh
relative energy (zero: lowest compared OMol25 entry of this formula, charge and spin)	1.106	eV
F_max	0.425	eV/Å

```
74
Properties=species:S:1:pos:R:3:mulliken_charge:R:1
Ti -0.400 0.532 0.358 -0.355
C -3.318 -1.842 4.597 -1.068
O -2.300 -1.405 3.715 -0.159
C -1.604 -2.350 3.052 0.691
C -1.680 -3.712 3.270 -0.603
C -0.908 -4.598 2.511 -1.040
C -0.045 -4.130 1.550 -0.911
C 0.036 -2.752 1.295 0.254
C 1.095 -2.204 0.478 -0.535
N 1.075 -0.986 0.091 1.526
N 2.294 -0.408 -0.241 -0.556
C 2.285 0.804 0.210 0.501
O 1.236 1.314 0.856 -0.346
C 3.462 1.681 0.069 0.342
C 4.665 1.166 -0.413 -0.312
C 5.761 1.998 -0.555 -0.796
C 5.662 3.344 -0.223 -0.407
C 4.463 3.858 0.247 -0.847
C 3.361 3.030 0.394 -0.348
C -0.756 -1.860 2.034 0.971
O -0.733 -0.553 1.814 -0.059
H -2.895 -2.318 5.485 0.366
H -3.999 -2.537 4.100 0.450
H -3.860 -0.948 4.890 0.227
H -2.337 -4.103 4.035 0.478
H -0.984 -5.660 2.703 0.393
H 0.579 -4.811 0.986 0.469
H 2.006 -2.780 0.325 0.399
H 4.725 0.118 -0.673 0.583
H 6.697 1.599 -0.926 0.415
H 6.522 3.992 -0.334 0.391
H 4.380 4.909 0.492 0.414
H 2.413 3.424 0.732 0.340
Se -1.326 -0.491 -3.678 0.013
Se 0.103 -2.224 -3.111 -0.074
C 1.798 -1.302 -3.287 0.397
C 2.944 -2.090 -3.342 -0.717
C 4.162 -1.437 -3.427 -0.375
C 4.185 -0.049 -3.479 -0.620
C 2.977 0.628 -3.445 -0.413
N 1.804 0.007 -3.343 0.048
C -2.480 -0.485 -2.127 0.313
C -3.812 -0.200 -2.411 -0.943
C -4.763 -0.396 -1.434 -0.515
C -4.366 -0.941 -0.224 -0.908
C -3.023 -1.142 -0.006 0.181
N -2.062 -0.861 -0.910 0.266
H 2.883 -3.171 -3.324 0.408
H 5.082 -2.007 -3.469 0.394
H 5.115 0.498 -3.553 0.474
H 2.934 1.711 -3.494 0.420
H -4.083 0.137 -3.402 0.412
H -5.802 -0.163 -1.627 0.420
H -5.075 -1.163 0.561 0.459
H -2.692 -1.523 0.943 0.220
F 0.005 1.087 -1.459 -0.030
B -0.192 2.632 -1.994 0.221
F -1.493 2.645 -2.399 -0.310
F 0.741 2.747 -2.971 -0.230
F 0.070 3.360 -0.862 -0.343
O -3.913 1.630 1.413 -0.614
C -2.752 1.818 1.663 -0.003
O -1.797 1.653 0.732 0.268
C -2.253 2.242 3.005 0.478
C -0.932 2.608 3.231 0.109
C -0.527 2.977 4.506 -0.897
C -1.437 2.982 5.552 -0.370
C -2.762 2.628 5.325 -0.620
C -3.169 2.264 4.053 -0.689
H -0.218 2.627 2.422 0.515
H 0.503 3.263 4.679 0.440
H -1.118 3.270 6.545 0.403
H -3.474 2.642 6.139 0.414
H -4.196 1.991 3.848 0.530
```